20
Properties=species:S:1:pos:R:3:forces:R:3 method="wB97M-V/def2-TZVPD" largest_force_ev_per_a=2.78 homo_lumo_gap_ev=8.78 de_lowest_ev=0.9958 lumo_ha=0.0177 multiplicity=1
C 0.0337 -0.0311 1.1195 -0.8 -0.4 1.0
H 0.1514 -0.9857 3.0677 0.0 1.6 -0.1
H 0.1891 -2.2896 1.0061 -0.3 0.1 0.9
N 0.2497 -2.5342 -1.5147 0.7 0.4 0.6
C -0.1541 2.5731 0.7547 0.7 0.8 0.6
C 0.0534 -0.2480 -1.5814 0.3 -1.4 -1.1
N 0.2312 -1.4017 -0.7860 -1.2 1.2 -0.2
C -0.0373 1.1694 0.2519 0.3 -2.7 -0.4
H -0.5371 3.1802 -0.1151 0.5 -0.4 1.2
H -1.0507 0.3287 2.9725 -1.2 0.2 0.3
C 0.0763 -1.3072 0.5826 1.1 1.5 -1.8
H -0.8279 2.6644 1.6524 0.5 -0.2 -1.0
H 0.5796 0.8519 2.9728 0.5 -0.2 0.6
N -0.0093 0.9724 -1.0522 -0.4 1.3 0.7
C -0.0773 0.0509 2.6646 1.0 -1.2 -1.6
H 0.2145 -2.8621 -3.5773 0.1 0.8 0.8
C -0.0068 -0.7275 -2.9246 0.7 -0.7 2.6
C 0.2056 -2.0981 -2.7661 -0.9 -1.0 -1.3
H 0.8800 2.9498 1.1185 -1.6 -0.5 -0.8
H -0.1640 -0.2558 -3.8458 0.0 0.9 -0.8

89
Properties=species:S:1:pos:R:3:forces:R:3 method="wB97M-V/def2-TZVPD" largest_force_ev_per_a=0.39 homo_lumo_gap_ev=9.07 de_lowest_ev=0.0000 lumo_ha=0.0225 multiplicity=1
H 2.6884 -4.2004 -1.3064 0.0 0.0 0.0
C 1.6612 1.2373 -0.7425 0.0 0.0 0.1
C 2.0804 -4.4530 5.5896 0.0 0.0 0.0
H 0.2869 1.1587 -2.2404 0.0 0.1 0.1
N 0.5454 0.6148 -1.4236 -0.1 -0.1 -0.2
H 7.4977 -1.3215 0.8989 0.0 0.0 0.0
H 6.5755 -1.6426 -2.0104 0.0 0.0 0.0
H -5.9458 4.9015 3.3932 0.0 0.0 0.0
C 8.8720 -3.4670 -1.1039 0.2 0.1 0.1
C 2.9057 1.1534 -1.5960 0.0 -0.1 -0.1
C 2.2296 -3.2522 -1.0172 0.1 0.0 0.0
H 1.8489 0.6841 0.1824 0.0 0.0 0.0
H -3.2927 -1.2577 -0.6794 0.0 0.0 0.1
O -2.9292 4.3099 -1.9288 0.1 0.0 0.0
C 6.4152 -1.4014 -0.9603 0.0 -0.1 0.0
H -1.6028 0.3657 -2.4854 0.0 -0.1 0.0
H 0.2915 -4.0576 -0.4903 0.0 0.0 0.0
C -3.7426 5.5014 -1.8633 0.0 -0.1 -0.1
H -9.2844 4.0107 1.6044 0.0 0.0 0.0
H 1.4707 -4.0855 0.8382 -0.1 0.0 0.0
C -1.8812 0.1626 -1.4444 0.0 -0.1 -0.2
H 3.0130 -2.6784 -0.5116 0.0 0.0 0.0
Si 2.9414 -1.2408 -2.8984 -0.1 0.0 -0.2
H 3.0651 -3.9956 5.6206 0.0 0.0 0.0
C -2.4245 -1.2609 -1.3389 0.0 0.0 0.0
H 2.3887 -0.4577 -4.0359 0.0 0.0 0.0
O -2.9431 1.0489 -1.1023 0.1 0.0 0.0
H -1.5420 -5.9271 4.8244 0.0 0.0 0.0
H -0.5265 -5.2934 6.1264 0.0 0.0 0.0
C -5.9310 5.8065 2.7942 0.0 0.0 0.0
C -8.5372 3.7824 2.3638 0.0 0.0 0.0
C 7.6802 -1.5606 -0.1474 0.0 0.0 0.0
O -1.4776 2.9996 -2.8870 0.1 0.0 0.0
H 6.0523 -0.3754 -0.9012 0.0 0.0 0.0
H 1.5026 -3.2223 -3.0809 0.0 0.0 0.0
H -2.3549 5.9314 -3.9948 0.0 0.0 0.0
O -5.6532 6.3655 0.5018 0.0 0.1 0.1
H -0.8318 1.3113 0.0397 0.0 0.0 0.0
H 1.3575 -3.7174 5.9456 0.0 0.0 0.0
H 0.2076 -7.5914 4.2306 0.0 0.0 0.0
H 2.6959 1.5575 -2.5956 0.0 0.0 0.0
H -7.3103 2.6020 1.0420 0.0 0.0 0.0
H 0.7043 -2.5694 0.3566 0.0 0.0 0.0
C -0.7594 -6.1811 5.5388 0.0 0.0 0.0
H 1.4632 2.2862 -0.4649 0.0 0.0 0.0
H 3.7152 1.7486 -1.1667 0.0 0.0 0.1
H -2.7399 -1.6478 -2.3072 -0.1 0.0 0.0
C 9.1141 -2.6837 -2.3732 -0.1 -0.1 0.0
H 9.0948 -1.6042 -2.2581 0.0 0.0 0.0
O 3.3420 -0.1880 -1.6971 0.3 0.2 0.1
C -7.2123 3.4535 1.7122 0.0 0.0 0.0
H -3.1630 6.3679 -2.1835 0.0 0.0 0.0
C -2.1021 4.8925 -4.1816 0.0 0.0 0.0
O 0.9478 -5.7811 3.8320 0.1 0.0 0.0
H -2.6100 1.9298 -1.3217 -0.2 0.1 0.0
C 1.7481 -2.5157 -2.2826 -0.1 0.0 0.0
C 1.7599 -4.7465 4.1433 -0.1 0.0 0.0
O 8.1468 -2.9183 -0.1075 0.0 0.0 0.0
H -5.5846 4.4873 -2.2739 0.0 0.0 0.0
C 0.4599 -6.7062 4.8116 0.0 0.0 0.0
H 10.0707 -3.0015 -2.7781 0.0 0.0 0.0
H -1.1438 -6.9449 6.2161 0.0 0.0 0.0
C -5.0296 5.3505 -2.6399 0.0 0.0 0.0
C -2.1285 4.0139 -2.9589 -0.2 -0.1 0.1
H -5.6448 6.2361 -2.4837 0.0 0.0 0.0
H -6.4441 3.2021 2.4439 0.0 0.0 0.0
H -3.9602 5.6133 -0.8071 0.0 0.0 0.0
H 8.3369 -2.9637 -3.0859 0.0 0.0 0.0
H -6.7512 6.4478 3.1209 0.0 0.0 0.0
H 8.4763 -0.9003 -0.4967 0.0 0.0 0.0
H -8.4560 4.6354 3.0372 0.0 0.0 0.0
H 4.2088 -1.8730 -3.3513 0.0 0.0 0.0
C -0.6311 0.4297 -0.5888 -0.1 0.0 0.1
H 0.8320 -1.9567 -2.0638 0.0 0.0 0.0
H -2.8236 4.4863 -4.8922 0.0 0.0 0.0
O -6.7536 4.5107 0.8532 0.1 0.0 0.1
H -0.4532 -0.4104 0.0898 0.1 0.1 0.1
H -4.8512 5.2296 -3.7092 0.0 0.0 0.0
C 1.1120 -3.5124 -0.0155 0.0 -0.1 -0.1
H -8.8845 2.9258 2.9428 0.0 0.0 0.0
H 2.0470 -5.3124 6.2521 0.0 0.0 0.0
C -6.0858 5.5863 1.3104 0.0 -0.1 -0.1
O 9.3092 -4.5744 -0.9523 -0.1 0.0 0.0
H -1.1142 4.8169 -4.6268 0.0 0.0 0.0
H 1.2564 -6.9877 5.5017 0.0 0.0 0.0
O 2.1725 -4.0608 3.2502 0.0 0.0 0.0
H 5.6305 -2.0534 -0.5772 0.0 0.0 0.0
H -1.6827 -1.9476 -0.9306 0.0 0.0 -0.1
H -5.0019 6.3462 2.9536 0.0 0.0 0.0

75
Properties=species:S:1:pos:R:3:forces:R:3 method="wB97M-V/def2-TZVPD" largest_force_ev_per_a=0.23 total_charge=-2 homo_lumo_gap_ev="4.00 / 6.39" de_lowest_ev=0.7547 lumo_ha="0.1245 / 0.1245" multiplicity=2
C 0.1630 5.3648 2.8355 0.0 0.0 0.0
C -0.4541 6.4820 3.6333 0.0 0.0 0.0
F 3.3667 4.4430 1.4445 0.0 0.0 0.0
O 3.8784 -2.4328 -2.9091 0.1 0.1 0.0
H 4.4973 -7.7607 -5.9271 0.0 0.0 0.0
C -0.8969 -1.5738 3.3555 -0.1 0.0 -0.1
H 0.0107 7.4303 3.3564 0.0 0.0 0.0
C 1.0657 -1.9715 -5.2584 0.0 0.0 0.1
H 1.5146 -5.5582 -3.7787 0.0 0.0 0.0
H -2.1885 6.8186 2.3881 0.0 0.0 0.0
C -2.5627 5.1539 3.6801 0.0 0.0 0.0
C 2.5378 -5.6434 -4.1241 0.0 0.1 0.0
N -3.1789 0.0216 -4.4674 0.0 0.0 0.0
H -2.4205 7.2537 4.0838 0.0 0.0 0.0
H 2.6403 -1.0893 -4.0536 0.0 0.0 0.0
C -1.7153 -3.4735 4.7121 0.0 0.0 0.0
C -2.6762 3.1204 2.3053 0.0 -0.1 0.0
Cl -2.4759 -5.0308 4.7820 0.0 0.0 0.0
Cl 0.2192 0.5843 4.5055 0.0 0.0 0.0
C 1.0225 -2.4757 -2.1440 -0.1 0.0 0.0
C 4.2123 -6.8864 -5.3562 0.0 0.0 0.0
N 0.9596 -1.3549 -2.8348 0.0 0.0 0.0
Cl -1.5427 -3.6418 7.4302 0.0 0.0 0.0
O -3.0671 0.0232 0.5482 -0.1 0.0 0.0
S -0.0327 -2.7971 -0.7856 0.0 0.1 0.0
Se -1.3391 1.2067 -2.4218 0.0 -0.1 0.0
C -0.5037 -0.9856 4.6041 0.0 0.0 0.0
C -4.0791 5.1990 3.5960 0.0 0.0 0.0
C 1.3099 3.2966 1.3265 0.0 0.0 0.0
C -1.5280 -2.8602 3.4914 0.1 0.1 -0.1
H 0.2619 -0.6807 -2.5255 0.0 0.0 0.0
C -0.0468 3.2449 1.6608 0.0 -0.1 0.0
H -0.2508 6.3287 4.6986 0.0 0.0 0.0
H 5.4879 -3.9407 -4.2128 0.0 0.0 0.0
H -2.2770 4.8463 4.6950 0.0 0.0 0.0
C 1.4958 5.3990 2.4882 0.0 0.0 0.0
C -1.9560 6.5255 3.4163 0.0 0.0 0.0
C 4.7771 -4.7350 -4.3958 0.0 0.0 0.0
Hg -1.2769 -0.8077 -0.2623 0.1 0.0 0.0
C -0.8297 2.0669 1.1941 0.2 -0.1 0.1
Cl -0.2006 -0.8192 7.2835 0.0 0.0 0.0
H -4.4107 5.3854 2.5734 0.0 0.0 0.0
C -1.3037 -2.8631 5.8984 0.0 0.0 0.0
C 1.5561 -1.0523 -4.1382 0.0 -0.1 0.0
C 3.4615 -4.5880 -3.8579 0.1 -0.1 -0.1
H -3.7202 3.0691 2.5733 0.0 0.0 0.0
H 1.2448 -0.0262 -4.3411 0.0 0.0 0.0
C -0.7015 -1.6077 5.8203 0.0 0.0 0.0
H -4.5506 4.2835 3.9468 0.0 0.0 0.0
C -2.4665 0.4625 -3.6691 0.0 0.1 0.1
C -0.6181 4.2697 2.4195 0.0 0.0 0.0
H 2.1197 6.2332 2.7854 0.0 0.0 0.0
C 2.9159 -6.7519 -4.8488 0.0 0.0 0.0
H 6.1375 -5.9297 -5.5066 0.0 0.0 0.0
C -3.3251 1.0568 1.2431 0.0 0.0 -0.1
C 3.1546 -3.4277 -3.1082 -0.2 0.0 0.0
H 1.5184 -1.6075 -6.1858 0.0 0.0 0.0
H -0.7521 -2.6365 -6.2351 0.0 0.0 0.0
Cl -2.0458 -3.6142 2.0259 0.0 0.0 0.0
N 1.8475 -3.4824 -2.4395 0.1 0.0 0.0
C -0.4504 -2.0136 -5.3911 0.0 0.0 0.0
H 1.7037 -4.3020 -1.8650 0.0 0.0 0.0
N -1.9709 4.1842 2.7418 0.1 0.1 0.0
H -0.8763 -1.0193 -5.5331 0.0 0.0 0.0
O -4.4455 1.3234 1.6772 -0.1 0.0 0.0
H 1.4619 -2.9765 -5.1050 0.0 0.0 0.0
C 5.1278 -5.8507 -5.1158 0.0 0.0 0.0
H -0.9162 -2.4262 -4.4956 0.0 0.0 0.0
H -4.4295 6.0161 4.2279 0.0 0.0 0.0
H 2.1843 -7.5312 -5.0358 0.0 0.0 0.0
O -0.2200 1.2003 0.5641 -0.1 0.2 -0.2
C 2.0496 4.3641 1.7485 0.0 0.0 0.0
H 1.7367 2.4883 0.7493 0.0 0.0 0.0
O -0.7157 -0.9974 2.2609 0.0 -0.1 0.0
C -2.2227 2.0772 1.5582 0.0 0.1 0.0

20
Properties=species:S:1:pos:R:3:forces:R:3 method="wB97M-V/def2-TZVPD" largest_force_ev_per_a=5.02 homo_lumo_gap_ev=10.72 de_lowest_ev=3.3850 lumo_ha=0.0333 multiplicity=1
H 2.8069 -1.3601 1.9599 3.2 -0.5 1.0
H -2.5338 -0.7055 -0.3162 0.2 -1.0 -0.4
H -0.5110 2.2092 -1.4433 -0.8 -1.2 0.9
C -1.5666 -1.1848 -0.5591 2.6 1.3 1.0
H 1.0901 -0.8894 -1.1428 1.4 -2.0 1.4
H 1.8995 1.3469 0.0595 0.7 -0.2 -2.1
H -0.6576 0.6939 1.6233 -0.5 -0.3 -1.1
C 1.8456 -1.4307 1.6689 -2.6 2.8 -1.1
H 1.2023 -2.2270 1.6807 -0.8 -2.5 0.3
H -2.2243 1.5560 -0.8955 1.8 0.0 0.2
H -1.1331 -1.8123 0.3470 -1.2 0.9 -2.1
C 1.2992 1.1172 0.8728 -1.0 -4.2 -1.0
H 1.4380 1.8810 1.4737 0.1 3.4 3.7
H -1.5419 1.2187 -2.3459 0.4 -1.1 -0.8
H -1.3911 -1.6408 -1.5557 -1.0 -0.2 0.8
C 1.2489 -0.3058 1.3156 -1.9 2.1 -1.7
C -0.5505 0.0770 -0.6757 -1.5 -0.8 1.2
C -1.1910 1.2955 -1.3328 -1.4 1.9 0.3
O 0.5412 -0.2324 -1.4725 -0.8 1.8 -2.1
C -0.0707 0.3932 0.7382 3.3 0.0 1.6

9
Properties=species:S:1:pos:R:3:forces:R:3 method="wB97M-V/def2-TZVPD" largest_force_ev_per_a=1.00 homo_lumo_gap_ev=10.90 de_lowest_ev=2.4801 lumo_ha=0.0386 multiplicity=1
H -1.0646 2.0992 -2.5922 -0.3 0.0 0.2
O 0.8166 -1.5072 1.4940 0.1 0.3 -0.4
H 0.2210 -0.4359 3.0302 -0.1 0.5 0.1
H -1.7219 0.5227 -1.1456 -0.4 -0.2 0.2
H 0.6336 1.4228 -2.4567 0.0 0.0 0.1
C 0.3917 -0.4759 1.9404 0.0 -0.9 0.5
N -0.7277 0.4498 -1.3228 -0.1 0.2 0.0
C -0.4063 1.3614 -2.1314 0.8 0.0 -0.5
H 0.1254 0.3936 1.3268 0.1 0.1 -0.2

41
Properties=species:S:1:pos:R:3:forces:R:3 method="wB97M-V/def2-TZVPD" largest_force_ev_per_a=6.58 total_charge=+2 homo_lumo_gap_ev=10.58 de_lowest_ev=5.4190 lumo_ha=-0.2426 multiplicity=1
H -3.4635 -2.8713 1.0202 -2.5 -0.2 0.8
H 0.7535 -0.0003 -0.9468 0.6 -0.2 -0.6
H 0.5175 -1.4083 3.2392 -1.2 0.7 -0.7
H -0.5455 -0.5043 -4.3868 0.2 0.0 -1.1
O -1.9585 -2.6803 2.8452 1.3 1.3 -0.2
H 1.7075 -1.7733 1.9312 -2.2 -1.3 1.6
H -1.1935 -0.0873 -0.7808 -1.8 -0.5 -1.9
H -1.4105 4.0737 0.2452 -0.4 3.9 -0.6
H -2.5435 2.8417 -0.6638 0.6 0.9 0.4
H 3.3705 -0.8593 -1.6548 -1.0 -0.4 0.0
C 2.9295 0.1107 -1.4428 -0.4 -0.4 1.7
H 0.9335 -3.0103 3.2162 -0.7 0.4 -2.2
H 0.0065 -2.9123 0.5142 0.5 -0.9 1.5
H 2.0565 1.7567 2.7692 -2.0 -0.1 1.2
H -0.1585 2.7297 -0.3358 4.1 2.1 -4.0
H 2.1085 2.2157 1.4212 2.7 2.0 -3.7
H -2.4065 -2.4933 -0.1658 0.1 1.8 -2.2
C 0.9915 -0.2343 -3.0038 0.1 -1.5 -5.9
H -2.3965 -3.9883 0.2202 0.6 -3.8 -0.5
C -1.9345 3.2067 0.1902 -2.5 -2.8 3.4
C 0.6905 -2.1583 2.4772 4.7 0.4 -0.4
C 1.4135 1.6677 1.8782 -2.8 -1.5 0.4
H 3.1235 0.4137 -0.4148 -0.1 -0.1 -0.1
C -1.6065 -2.5963 1.7022 -2.1 -3.5 1.9
H 3.3975 0.7487 -2.0718 2.0 2.1 -1.8
H -1.0745 -0.0583 -2.8988 -1.1 1.0 0.4
H 1.1555 1.3057 -1.7308 1.1 0.3 -0.4
C 0.0385 2.3877 1.6602 -0.3 2.5 4.9
H -0.8565 1.3427 0.0652 0.3 0.3 0.8
O -0.6355 -0.2153 -0.0568 2.2 0.4 0.8
H -2.5225 3.0667 1.2142 1.1 0.4 -2.4
O 1.6135 -0.9813 -3.7568 -0.1 1.6 3.8
O -0.4295 3.0687 2.5692 0.7 -2.1 -3.4
H 1.3515 0.6317 1.5662 0.3 0.0 -0.3
N -0.7225 2.3937 0.3042 -1.8 -4.9 4.0
C -0.3675 0.2457 -3.6508 1.5 -3.1 3.3
H -0.3815 -1.5293 0.6362 0.2 2.2 0.6
H -0.2785 1.2207 -3.9708 -0.4 2.2 -0.6
N 1.5025 0.3427 -1.7478 -2.5 -1.7 1.3
C -2.5305 -3.0953 0.6622 1.4 3.3 0.4
N -0.2435 -2.3143 1.3332 -0.1 -0.8 -0.2